[1]
This record from the Open Molecules 2025 dataset describes a structure of composition C4H11NO3S2 at a distorted geometry. The level of theory is the ωB97M-V functional and the def2-TZVPD basis.

Last column: natural (NBO) charge in e.
Cartesian coordinates (Å):
C: 2.8883 -1.7678 -0.3019  -0.64
C: -2.8365 1.6343 -0.6093  -0.64
C: 2.7784 -0.2516 -0.1268  -0.56
C: -1.6966 1.3090 0.3286  -0.67
N: 0.3396 0.3149 -1.3369  -1.23
O: 1.2015 1.5770 1.0158  -0.95
O: -1.7310 -1.0922 -0.8508  -0.92
O: 0.0167 -0.6655 0.8134  -0.88
S: 1.4514 0.1854 1.1436  1.51
S: -0.7813 -0.0820 -0.4611  2.25
H: 1.9758 -2.0467 -0.9241  0.23
H: 3.8190 -1.9103 -1.0112  0.22
H: 2.8806 -2.4635 0.5230  0.22
H: -3.7644 1.1362 -0.2125  0.23
H: -3.0448 2.6705 -0.6796  0.22
H: -2.7616 1.2778 -1.6426  0.23
H: 2.6991 0.1240 -1.0469  0.23
H: 3.5705 0.2899 0.3744  0.22
H: -2.0685 1.0020 1.3858  0.25
H: -1.0148 2.2522 0.5871  0.28
H: 0.1609 0.6526 -2.2774  0.41

Results
HOMO-LUMO gap: 10.1 eV
largest force on an atom: 4.6 eV/Å
energy relative to the best compared isomer or geometry (same formula, charge and spin): 313.4 kJ/mol

[2]
This record from the Open Molecules 2025 dataset describes a cluster of 2 separate species, C4H11NO4 in total at a distorted geometry. The level of theory is the ωB97M-V functional and the def2-TZVPD basis.

Last column: natural (NBO) charge in e.
Cartesian coordinates (Å):
O: -0.4272 1.3396 -1.6116  -0.65
C: 0.7279 0.8358 -1.5154  0.83
O: 1.9011 1.3636 -1.9406  -0.68
C: 1.0036 -0.4444 -0.6260  -0.14
C: 1.0128 -0.0821 0.8575  -0.45
C: -0.2446 0.6159 1.5641  -0.04
O: -0.7147 1.7556 1.0463  -0.77
N: -0.0282 -1.4100 -1.0833  -0.86
H: 1.7095 2.0458 -2.7867  0.51
H: 2.0386 -0.8166 -0.9874  0.22
H: 1.1869 -1.1059 1.2899  0.23
H: 1.8382 0.6526 1.0617  0.23
H: 0.2071 1.0321 2.5048  0.17
H: -1.0995 0.0380 2.0262  0.13
H: 0.3363 -2.3009 -1.3728  0.37
H: -0.7819 -1.6531 -0.4560  0.39
H: -0.8228 1.8523 -0.0375  0.51
H: -2.3322 -0.6623 1.1861  0.48
H: -2.9764 -1.5428 0.0244  0.48
O: -2.5344 -1.5131 0.8561  -0.96

Results
HOMO-LUMO gap: 9.9 eV
largest force on an atom: 6.3 eV/Å
energy relative to the best compared isomer or geometry (same formula, charge and spin): 243.7 kJ/mol
SMILES: N[C@H](CCO)C(=O)O.O

[3]
This record from the Open Molecules 2025 dataset describes a cluster of 2 separate species, C4H11NO4P in total at a distorted geometry. The level of theory is the ωB97M-V functional and the def2-TZVPD basis.

Last column: natural (NBO) charge in e.
Cartesian coordinates (Å):
C: -0.3474 0.2523 1.8670  -0.72
C: -2.4557 0.2191 -1.5390  -0.44
C: -2.1999 0.1957 -0.1678  -0.55
C: -0.5682 -0.0717 0.4039  0.41
N: 1.9530 -2.3296 0.0853  -1.11
O: 2.1800 0.9362 -1.7733  -1.02
O: 1.0584 2.6134 -0.0312  -1.14
O: 2.6230 0.6777 0.8071  -1.15
O: 0.3158 0.2463 -0.5057  -0.80
P: 1.7119 1.3015 -0.2304  2.47
H: 0.6581 0.2603 2.0396  0.25
H: -0.8352 1.3003 2.0943  0.20
H: -0.8697 -0.3768 2.5079  0.20
H: -1.8006 0.7990 -2.2457  0.17
H: -3.0196 -0.5841 -2.0553  0.16
H: -2.0672 1.1616 0.2496  0.24
H: -2.7983 -0.5121 0.3527  0.20
H: 2.2583 -1.4604 0.4912  0.41
H: 1.1372 -2.6436 0.6788  0.34
H: 1.5970 -2.3839 -0.8568  0.36
H: 1.4692 0.3988 -2.1724  0.51

Results
HOMO-LUMO gap (alpha / beta): 7.6 / 6.3 eV
largest force on an atom: 4.7 eV/Å
energy relative to the best compared isomer or geometry (same formula, charge and spin): 305.4 kJ/mol
net charge: -1

Number 3 is which compound?
C4H11NO4P